(1)
# C15H34Cl8N2O3

7 unconnected molecules or ions with the total composition C15H34Cl8N2O3 (ωB97M-V/def2-TZVPD, the OMol25 dataset).

Each line ends with the Mulliken charge.
Positions of all 62 atoms, in Å:
C  -3.074  -26.058  -20.453  0.541
H  -4.899  -27.194  -20.581  0.322
C  1.778  -12.970  -27.855  -0.410
O  -3.594  -24.815  -20.146  -0.499
H  -7.022  -17.261  -20.048  0.205
H  4.064  -20.450  -23.970  0.275
H  -9.045  -21.812  -22.470  0.301
H  -2.862  -22.842  -28.435  0.312
H  -2.054  -26.135  -20.076  0.127
H  4.188  -23.136  -22.587  0.293
H  -3.916  -23.873  -29.239  0.285
C  -1.761  -20.481  -24.139  -0.429
H  -0.889  -19.584  -22.259  0.330
C  -8.319  -22.480  -22.933  -0.416
H  -8.489  -19.828  -17.986  0.320
H  -4.238  -27.084  -18.909  0.372
C  -3.998  -27.176  -19.968  -1.198
Cl  -3.108  -18.717  -22.390  -0.193
H  -8.907  -24.606  -23.839  0.335
Cl  5.329  -20.693  -21.996  -0.204
H  -2.057  -26.866  -22.205  0.367
O  -1.438  -25.156  -28.904  -0.599
H  2.514  -13.812  -26.010  0.325
H  2.796  -21.965  -22.726  0.300
O  -9.761  -18.761  -19.960  -0.660
H  -1.095  -21.341  -24.076  0.239
H  -3.965  -23.762  -27.473  0.301
Cl  -1.023  -19.350  -25.317  -0.197
H  -2.105  -20.787  -22.098  0.221
H  -3.944  -26.283  -27.798  0.201
H  -8.547  -17.081  -20.938  0.250
Cl  0.423  -12.928  -25.449  -0.167
C  1.550  -13.703  -26.508  -0.444
Cl  2.692  -11.504  -27.499  -0.172
H  -3.801  -24.824  -19.209  0.309
Cl  -7.610  -21.757  -24.504  -0.205
C  -7.796  -19.182  -18.526  -1.061
H  -3.567  -28.161  -20.148  0.332
C  -3.305  -23.833  -28.337  -0.998
C  4.577  -21.333  -23.589  -0.425
Cl  3.097  -23.519  -24.521  -0.194
H  2.393  -13.561  -28.533  0.271
H  0.853  -12.885  -28.427  0.331
C  -8.589  -18.489  -19.645  0.670
N  -2.936  -26.293  -27.869  -0.366
C  -9.278  -23.749  -23.277  -0.453
Cl  -10.771  -23.165  -24.074  -0.170
H  -2.615  -20.811  -24.731  0.329
H  -9.528  -24.199  -22.316  0.283
H  -7.221  -18.610  -17.798  0.341
H  -3.659  -26.117  -22.695  0.347
C  -2.487  -25.162  -28.303  0.647
H  5.304  -21.688  -24.319  0.341
H  -2.482  -27.171  -27.665  0.219
N  -7.940  -17.590  -20.313  -0.350
C  -1.832  -19.917  -22.694  -0.302
H  -7.147  -19.975  -18.898  0.286
H  -7.572  -22.707  -22.173  0.324
H  1.138  -14.691  -26.708  0.268
C  3.636  -22.447  -23.226  -0.386
H  -2.312  -25.332  -22.499  0.353
C  -2.835  -26.136  -21.981  -1.376

For the strongest force on any atom, the calculation gives 5.31 eV/Å. The HOMO-LUMO gap is 9.41 eV. As for the SMILES: CC(N)=O.CC(N)=O.CC(C)O.ClCCCl.ClCCCl.ClCCCl.ClCCCl. The calculation puts the total energy at -4608.63582 a.u. The calculation puts the HOMO energy at -0.3454 hartree.

(2)
# C10H34N2O7

7 unconnected molecules or ions with the total composition C10H34N2O7 (ωB97M-V/def2-TZVPD, the OMol25 dataset).

Each line ends with the Mulliken charge.
Positions of all 53 atoms, in Å:
H  -1.407  -1.215  4.118  0.232
C  3.629  0.225  -0.620  -0.678
H  -4.157  -3.051  0.171  0.309
H  2.213  0.429  1.998  0.225
O  -3.530  1.572  -1.820  -0.536
H  -2.672  0.858  -0.165  -0.550
H  0.967  0.069  3.146  0.378
C  2.373  3.135  -2.123  -1.262
H  -2.867  -0.436  1.619  0.180
H  0.693  1.685  0.455  -0.044
H  0.155  -2.031  -1.626  0.374
H  -4.524  -1.681  1.384  0.223
H  -2.715  2.598  -0.278  0.466
H  0.258  -0.580  -2.689  0.585
H  2.504  -0.686  -2.335  0.123
C  -2.557  1.720  -0.826  0.336
H  -0.192  -2.104  5.005  0.205
H  -1.699  -0.828  -0.827  -0.056
H  -1.945  -2.661  5.190  0.225
O  -1.094  -2.968  3.303  -0.527
O  -1.465  -0.833  -1.764  -0.501
C  -2.608  -2.184  0.765  0.824
O  2.495  -1.696  -0.647  -0.398
H  2.342  4.053  -2.723  0.431
H  2.509  3.243  -1.007  0.236
H  4.312  0.877  -1.224  0.331
H  4.202  -0.112  0.213  0.445
H  3.177  2.593  -2.568  0.276
H  0.328  2.884  -1.905  0.309
H  -4.192  0.938  -1.486  0.336
C  3.225  -0.946  -1.531  -0.131
H  -1.483  1.677  -1.152  -0.009
H  0.871  2.356  2.049  0.512
N  -3.887  -2.227  0.770  -0.485
H  2.504  -2.603  -0.889  0.212
H  0.994  -1.074  0.514  0.021
C  -1.198  -2.199  4.464  -0.561
N  -2.143  -1.068  1.188  -0.328
C  0.466  1.506  1.553  -0.821
H  -0.629  1.540  1.675  0.251
C  1.088  0.251  2.072  -0.239
O  0.671  2.382  -3.747  -0.620
H  2.814  0.909  -0.360  -0.261
H  -1.474  -2.415  2.532  0.352
C  -0.148  -1.072  -1.826  -0.211
O  -1.828  -3.213  0.417  -0.676
O  0.639  -0.909  1.366  -0.665
H  0.150  -0.457  -0.953  -0.196
H  -1.127  -0.920  1.249  0.290
H  -0.328  2.314  -3.697  0.351
C  1.107  2.375  -2.424  0.730
H  4.066  -1.450  -2.057  0.406
H  1.136  1.407  -1.961  -0.421

For the strongest force on any atom, the calculation gives 8.47 eV/Å. The HOMO-LUMO gap is 9.75 eV. As for the SMILES: NC(N)=O.CCO.CCO.CCO.CO.CO.CO. The calculation puts the total energy at -1037.41803 a.u. The energy above the lowest of the compared OMol25 structures with the same formula, charge and spin is 124.14 kcal per mole. The calculation puts the HOMO energy at -0.3526 hartree.

(3)
# C4H7NO

C4H7NO in the gas phase (ωB97M-V/def2-TZVPD, the OMol25 dataset).

Each line ends with the Mulliken charge.
Positions of all 13 atoms, in Å:
H  -1.803  1.338  0.142  0.219
H  2.448  0.374  -1.103  0.302
N  -0.332  -0.137  0.757  -0.247
H  -0.945  -0.504  -1.256  0.250
H  -2.365  0.185  1.443  0.240
O  0.712  1.875  0.199  -0.535
H  -1.463  -1.782  -0.063  0.236
C  -1.194  -0.752  -0.213  -0.405
C  1.867  -0.159  -0.362  -0.910
C  -1.692  0.368  0.615  -0.341
H  2.526  -0.365  0.481  0.271
H  1.531  -1.109  -0.759  0.329
C  0.708  0.669  0.119  0.590

For the strongest force on any atom, the calculation gives 1.93 eV/Å. The HOMO-LUMO gap is 10.78 eV. As for the SMILES: CC(=O)N1CC1. The calculation puts the total energy at -286.57055 a.u. The energy above the lowest of the compared OMol25 structures with the same formula, charge and spin is 38.34 kcal per mole. The calculation puts the HOMO energy at -0.3596 hartree.